70
Properties=species:S:1:pos:R:3 method="wB97M-V/def2-TZVPD" homo_energy_ev="-13.74 / -14.14" charge=+2 spin_multiplicity=5
Pd -1.19239 1.10753 0.45459
O -0.53561 3.27775 3.65791
Cl 0.11510 3.02677 2.42803
O 1.13864 3.93640 2.10727
O 0.58059 1.66790 2.32019
O -0.93275 3.08323 1.33465
I -3.06003 -2.78970 -3.20928
C -3.22371 -2.63714 -1.14510
C -3.94825 -3.56557 -0.42365
C -4.08024 -3.48178 0.95749
I -4.87993 -5.13774 1.93969
C -3.53651 -2.31784 1.66863
C -3.75107 -2.09037 3.02023
C -3.15689 -1.02740 3.65448
C -2.39244 -0.13659 2.88819
N -2.19746 -0.33844 1.58692
C -2.77294 -1.39779 0.95662
C -2.47516 -1.57835 -0.47878
O -1.66515 -0.82552 -1.04624
H -4.40406 -4.39591 -0.96640
H -4.33459 -2.77173 3.62641
H -3.30736 -0.84558 4.69582
H -2.03706 0.81118 3.26049
O 0.46654 0.94170 -0.73181
As 1.83116 -0.09607 -0.39522
C 1.62891 -1.13347 1.15576
C 2.46062 -0.90642 2.25253
C 2.39004 -1.70847 3.36755
C 1.45297 -2.73451 3.39777
C 0.59740 -2.96768 2.32308
C 0.71419 -2.17272 1.18053
C 3.25090 1.18513 -0.30863
C 4.58376 0.79496 -0.54314
C 5.60085 1.76540 -0.58572
C 5.24541 3.12100 -0.48637
C 3.93781 3.48050 -0.19473
C 2.92152 2.53250 -0.15734
C 1.94438 -1.12399 -1.98036
C 1.58567 -0.46613 -3.15708
C 1.82858 -1.06998 -4.38278
C 2.43211 -2.32018 -4.40166
C 2.79355 -2.97110 -3.23196
C 2.54602 -2.37369 -1.99990
H 3.21011 -0.14077 2.25436
H 3.06372 -1.54238 4.22249
H 1.40689 -3.39636 4.25193
H -0.10858 -3.78058 2.35697
H 0.14068 -2.40575 0.32961
H 4.80520 -0.25428 -0.71831
H 6.60054 1.42742 -0.89106
H 6.02979 3.87457 -0.58540
H 3.72521 4.53952 -0.08264
H 1.90977 2.87224 0.07860
H 1.12943 0.49793 -3.10619
H 1.53347 -0.57649 -5.27740
H 2.56942 -2.80992 -5.34789
H 3.26240 -3.94280 -3.33342
H 2.81976 -2.90398 -1.09475
C -1.29369 3.63861 -1.83720
C -2.54733 3.00536 -1.37349
N -2.74232 1.97502 -0.58645
C -4.09084 1.68874 -0.52358
C -4.72952 2.54206 -1.33925
N -3.76565 3.38096 -1.85089
H -0.93678 3.05484 -2.67387
H -0.51498 3.64964 -1.06411
H -1.50929 4.64385 -2.18592
H -4.46318 0.86289 0.07998
H -5.77916 2.61094 -1.61512
H -3.88822 4.13864 -2.49569


84
Properties=species:S:1:pos:R:3 method="wB97M-V/def2-TZVPD" homo_energy_ev=-10.58 charge=+1 smiles="COC(=O)C1=C(C)NC(C)=C(C(=O)OCCN2CC[NH+](C(c3ccccc3)c3ccccc3)CC2)[C@H]1c1cccc([N+](=O)[O-])c1"
C -1.59335 -4.78178 -0.13765
O -2.64993 -3.83601 -0.05371
C -2.29710 -2.55101 -0.19919
O -1.14175 -2.21401 -0.39460
C -3.39874 -1.59422 -0.12551
C -4.72062 -1.88379 -0.08324
C -5.30604 -3.25015 0.03165
N -5.62896 -0.85954 -0.18438
C -5.31140 0.42416 -0.56748
C -6.48975 1.26811 -0.91010
C -4.01269 0.80368 -0.61212
C -3.56268 2.14236 -0.99610
O -4.24095 3.05364 -1.40758
O -2.22129 2.26207 -0.81007
C -1.60358 3.50731 -1.11567
C -0.61880 3.38680 -2.29288
N 0.53910 2.53890 -2.09835
C 0.21796 1.14731 -1.85999
C 1.46644 0.28919 -2.00402
N 2.52163 0.74159 -1.06990
C 3.74404 -0.11274 -1.21393
C 3.40605 -1.56052 -0.91818
C 3.71036 -2.54144 -1.85354
C 3.41377 -3.86886 -1.59854
C 2.80298 -4.22760 -0.40952
C 2.50344 -3.25550 0.52976
C 2.80853 -1.92981 0.28158
C 4.90476 0.34009 -0.35458
C 4.75197 0.74659 0.96593
C 5.85861 1.10144 1.71827
C 7.12716 1.04545 1.16777
C 7.28672 0.63597 -0.14498
C 6.18213 0.28874 -0.90148
C 2.78996 2.17762 -1.29946
C 1.50476 2.98380 -1.11590
C -2.93073 -0.15300 -0.16526
C -2.39225 0.27387 1.18558
C -3.21813 0.77708 2.18680
C -2.69348 1.23384 3.38834
C -1.32818 1.24509 3.59806
C -0.50435 0.73978 2.59612
N 0.90735 0.82628 2.72522
O 1.40636 1.02063 3.80515
O 1.56504 0.73168 1.68482
C -1.03062 0.21322 1.42257
H -1.10941 -4.72707 -1.11500
H -2.04883 -5.75719 0.00970
H -0.84563 -4.58635 0.63365
H -4.92940 -3.75082 0.92017
H -6.39168 -3.20725 0.08159
H -5.01688 -3.85866 -0.82272
H -6.60981 -1.10266 -0.17946
H -6.18682 2.29427 -1.08644
H -7.22084 1.23750 -0.10298
H -6.96700 0.88916 -1.81356
H -1.08847 3.83701 -0.20824
H -2.38125 4.23331 -1.37355
H -1.15924 2.99980 -3.16036
H -0.26147 4.39029 -2.53254
H -0.51614 0.82170 -2.59804
H -0.20730 1.00396 -0.85859
H 1.22240 -0.75407 -1.79429
H 1.85871 0.37439 -3.01963
H 2.16574 0.64291 -0.10333
H 4.04837 -0.03353 -2.26434
H 4.18372 -2.26910 -2.78569
H 3.65723 -4.62152 -2.33217
H 2.56660 -5.26187 -0.21313
H 2.03594 -3.52933 1.46296
H 2.58131 -1.18887 1.03126
H 3.77799 0.79512 1.42416
H 5.72481 1.41764 2.74122
H 7.98713 1.31765 1.75919
H 8.27135 0.58754 -0.58303
H 6.31546 -0.03217 -1.92436
H 3.15364 2.29826 -2.32189
H 3.55721 2.51306 -0.60059
H 1.72113 4.04044 -1.27937
H 1.15052 2.85563 -0.07822
H -2.09802 -0.11196 -0.87329
H -4.28387 0.82203 2.02267
H -3.35409 1.61242 4.15230
H -0.89114 1.65034 4.49742
H -0.38091 -0.27239 0.71155


87
Properties=species:S:1:pos:R:3 method="wB97M-V/def2-TZVPD" homo_energy_ev=-2.08 charge=-2
Na 0.49379 -0.29664 0.34898
N 3.32371 3.85054 1.03906
C 2.46849 2.73524 1.01237
S 3.21151 1.21359 0.81316
N 1.20824 3.09340 1.14027
N 0.29553 2.07982 1.03927
C -0.86851 2.38352 1.45798
C -1.99230 1.43657 1.41412
C -3.19329 1.78091 2.03214
C -4.23496 0.87533 2.03621
C -4.06046 -0.34742 1.40688
C -2.83625 -0.60301 0.80742
N -1.82740 0.25891 0.80752
H 4.25247 3.59779 1.33585
H 2.91656 4.62404 1.54667
H -1.05473 3.36475 1.90023
H -3.27738 2.73234 2.54087
H -5.16112 1.10689 2.54726
H -4.83952 -1.09829 1.39501
H -2.65008 -1.55601 0.32010
C -3.50620 -0.87583 -2.46415
N -2.60550 -0.36340 -3.49301
C -1.89536 -1.40136 -4.22489
P -2.15161 1.21223 -3.48865
O -2.76165 1.98441 -2.40164
O -0.56278 1.18030 -3.61276
P 0.86422 1.43910 -2.90267
O 1.13346 0.59598 -1.73954
N 1.91847 1.11933 -4.13240
C 1.86760 1.83183 -5.38609
C 3.11913 0.34002 -3.89911
N 0.88284 3.08292 -2.74059
C -0.15989 3.76397 -1.96831
C 2.20193 3.67553 -2.50731
N -2.49926 1.92478 -4.97558
C -1.97360 1.32648 -6.18945
C -3.89359 2.31417 -5.12402
H -4.31355 -1.44754 -2.93305
H -3.92674 -0.04858 -1.89887
H -2.96805 -1.53133 -1.77963
H -2.59398 -1.97108 -4.84625
H -1.40964 -2.08888 -3.53046
H -1.12659 -0.97320 -4.86496
H 0.96731 2.44148 -5.43696
H 1.87068 1.13266 -6.23040
H 2.73300 2.49900 -5.49830
H 3.11012 -0.04494 -2.88364
H 4.01200 0.96541 -4.02872
H 3.17828 -0.49862 -4.59979
H -1.10073 3.21805 -2.00585
H -0.31640 4.75824 -2.39832
H 0.14181 3.86633 -0.92225
H 2.96723 3.14155 -3.06879
H 2.47557 3.66087 -1.44841
H 2.18034 4.71339 -2.85300
H -0.92547 1.06629 -6.06280
H -2.04984 2.04937 -7.00661
H -2.52613 0.42280 -6.48489
H -4.24186 2.77682 -4.20391
H -4.54176 1.45656 -5.35851
H -3.97673 3.03628 -5.94055
O -3.32947 -0.46936 5.29808
C -2.47675 -0.95873 4.55783
C -2.54175 -2.43651 4.12735
C -1.26755 -2.61574 3.32435
C -0.70493 -1.18702 3.25810
O 0.28346 -0.92644 2.56876
N -1.41455 -0.31840 4.01145
H -3.44669 -2.57563 3.53197
H -2.62768 -3.07163 5.01051
H -1.40408 -3.00356 2.31368
H -0.52704 -3.25073 3.81529
F 1.43592 -2.65757 -3.66193
C 1.71928 -3.13665 -2.44479
F 2.62255 -2.34014 -1.87635
F 2.26509 -4.34717 -2.59301
S 0.22208 -3.18656 -1.37000
O -0.35446 -1.87234 -1.48599
O 0.70458 -3.59627 -0.08515
N -0.55550 -4.29733 -2.18833
S -1.92602 -4.90332 -1.72852
O -2.67202 -4.08680 -0.81094
O -2.59280 -5.48372 -2.85847
C -1.45673 -6.38281 -0.72096
F -0.54960 -7.13297 -1.35919
F -0.96354 -6.04377 0.46370
F -2.54503 -7.14341 -0.51901


96
Properties=species:S:1:pos:R:3 method="wB97M-V/def2-TZVPD" homo_energy_ev=-7.57
C -0.80476 2.09698 -5.05208
C -0.83280 1.07263 -4.08840
N 0.28499 0.79750 -3.34272
C 1.47108 1.32876 -3.72094
C 1.54597 2.26774 -4.75332
C 0.39615 2.70184 -5.40389
C -2.01991 0.15871 -4.07012
P -2.21161 -0.78032 -2.48114
Sc 0.21063 -0.48993 -1.48702
P 2.68639 -0.71044 -2.12489
C 2.74810 0.93257 -3.00383
C -0.03839 -2.62824 -0.75357
C -0.58690 -2.62153 0.52365
C -0.41189 -3.73601 1.36000
C 0.27222 -4.84911 0.88249
C 0.76610 -4.86682 -0.42183
C 0.60399 -3.75109 -1.27201
O -1.48744 -1.37586 -5.89746
O 0.77079 -1.78208 -5.25131
H -1.72269 2.33513 -5.56695
H 2.51618 2.69674 -4.98330
H 0.43896 3.47533 -6.17472
C -3.42904 0.03892 -1.37409
C -3.10754 -2.24342 -3.09142
H 3.55932 0.85119 -3.75264
H 3.01681 1.70289 -2.25307
H -1.87324 -0.54288 -4.96268
H -2.96023 0.72567 -4.22877
C 3.91825 -0.46896 -0.80868
C 3.54931 -1.76866 -3.30554
H -1.16405 -1.76141 0.88898
H -0.81490 -3.72115 2.37738
H 0.42519 -5.69813 1.54111
H 1.27316 -5.75290 -0.79350
H 0.95762 -3.80893 -2.30218
H 0.12262 -1.77538 -3.81207
H 1.05947 -2.66297 -5.58206
H -0.21983 -1.54601 -5.69498
H -1.82140 -1.02867 -6.71608
H 0.56610 -1.75249 -3.00229
H -4.29263 0.40914 -1.94610
H -3.77358 -0.67297 -0.60650
H -2.95095 0.86932 -0.83087
H -4.18807 -2.03423 -3.16066
H -2.71664 -2.50870 -4.08482
H -2.93451 -3.08257 -2.41487
H 4.57589 -1.40092 -3.43656
H 3.57283 -2.78846 -2.90357
H 2.99427 -1.78553 -4.24959
H 4.91727 -0.32076 -1.25052
H 3.64511 0.38811 -0.18144
H 3.91758 -1.36973 -0.17927
C -1.91958 -1.06930 3.76339
C -2.58007 0.05738 2.98501
C -3.89919 -0.42772 2.38921
C -2.80207 1.24248 3.91187
O -1.77924 0.46514 1.81807
Si -0.18340 0.92534 1.89788
S 0.69233 1.25673 0.06486
O 0.02645 2.26790 2.84085
C -0.01470 3.73240 2.73030
C 0.28079 4.21056 1.32126
C -1.39117 4.23401 3.13949
C 1.04828 4.24858 3.68633
O 0.59263 -0.31814 2.65781
C 1.75433 -0.39136 3.54656
C 3.00273 0.06106 2.80374
C 1.54981 0.48340 4.77508
C 1.86244 -1.85904 3.95412
H -2.62463 -1.44233 4.52655
H -1.01945 -0.73995 4.29678
H -1.67370 -1.91043 3.10421
H -4.57794 -0.69223 3.21367
H -4.35213 0.36600 1.78116
H -3.72756 -1.31824 1.76292
H -1.87167 1.58992 4.38497
H -3.29842 2.06566 3.37925
H -3.47814 0.93252 4.72322
H -0.45941 3.84796 0.60379
H 0.26472 5.31374 1.28423
H 1.27178 3.88850 0.99560
H -1.62191 3.95132 4.16482
H -1.41221 5.33294 3.10545
H -2.17902 3.86699 2.46237
H 0.84532 3.91220 4.70763
H 2.04744 3.89658 3.38681
H 1.04624 5.34640 3.68127
H 2.90396 1.09194 2.44281
H 3.87603 -0.01877 3.47262
H 3.16921 -0.57700 1.92798
H 0.64414 0.20176 5.32500
H 2.38327 0.34821 5.47953
H 1.48958 1.54543 4.51394
H 0.96257 -2.18781 4.49299
H 2.01331 -2.49087 3.06774
H 2.71893 -2.00182 4.62759


7
Properties=species:S:1:pos:R:3 method="wB97M-V/def2-TZVPD" homo_energy_ev="-3.63 / -3.63" charge=-1
O -0.00749 1.83091 -0.59561
O 0.23686 0.27654 2.54950
O -1.84482 -0.37124 -1.53857
O 0.07723 -0.83804 0.20550
P 1.04118 -0.47056 1.59318
P -0.49226 -0.94329 -1.50793
P 0.98930 0.51567 -0.70608


71
Properties=species:S:1:pos:R:3 method="wB97M-V/def2-TZVPD" homo_energy_ev="-1.51 / -1.51" charge=-1
O -0.04606 -0.06992 -2.36282
C 0.98917 -0.49009 -3.36532
C 0.36732 0.41179 -4.43225
H 0.92548 -1.57029 -3.60984
H 2.01024 -0.19428 -3.05396
C -0.71411 0.74377 -3.39928
H 0.04446 -0.10813 -5.33598
H 0.97597 1.27948 -4.69988
C -2.07024 0.17898 -3.77510
H -2.05681 -0.91615 -3.87900
H -2.37029 0.64052 -4.73078
H -2.81862 0.44086 -3.02044
C -0.78003 2.20194 -3.00202
H 0.23110 2.60936 -2.85988
H -1.35581 2.33067 -2.07415
H -1.29889 2.73336 -3.81555
Ba 0.54568 -1.19563 -0.24003
C 1.06991 1.64257 1.60220
C 2.15545 0.73428 1.54961
C 2.73720 0.82276 0.24486
H 2.50762 0.12827 2.37991
C 1.97117 1.76886 -0.50019
C 0.96228 2.29121 0.35402
H 0.28626 3.11784 0.11527
H 0.44766 1.82895 2.47916
H 3.64235 0.31304 -0.09686
H 2.18504 2.11554 -1.51177
C -1.72356 -0.45062 1.89297
C -2.09977 0.70206 1.16994
C -2.56572 0.30319 -0.10188
H -2.08283 1.71988 1.56332
C -2.52026 -1.12284 -0.15201
C -2.02553 -1.59348 1.09644
H -1.95424 -2.62989 1.44088
H -1.32411 -0.44368 2.89539
H -2.99679 0.96613 -0.84552
H -2.89164 -1.73782 -0.98408
O 0.73870 -1.55707 -7.30729
C 0.22196 -0.52238 -8.18281
C 0.42986 -0.93830 -9.64460
H 0.76824 0.41723 -7.97375
H -0.83565 -0.34735 -7.92421
C 1.60430 -1.92948 -9.55019
H 0.63272 -0.08611 -10.28960
H -0.46163 -1.46231 -10.00310
C 1.40386 -2.53869 -8.15449
H 2.54836 -1.37388 -9.57910
H 1.60483 -2.67507 -10.34338
H 2.34343 -2.84367 -7.67239
H 0.76487 -3.43775 -8.23963
C -1.17581 -1.16251 5.51589
C 0.31197 -1.48681 5.36642
C 1.05492 -0.82602 6.49618
O 0.76661 -0.92587 4.10794
B 0.63967 -1.95227 3.21673
O 0.43258 -3.18976 3.72347
C 0.59149 -3.02787 5.15526
C 2.03082 -3.41425 5.50426
C -0.33903 -3.96977 5.87178
H -1.81059 -1.62263 4.74286
H -1.31045 -0.07296 5.46280
H -1.53707 -1.49086 6.50085
H 0.84616 0.24920 6.50070
H 0.69790 -1.23929 7.45157
H 2.13778 -0.97382 6.43656
H 2.20160 -3.32954 6.58654
H 2.19075 -4.46581 5.22943
H 2.78610 -2.81144 4.97742
H -1.38840 -3.81088 5.60397
H -0.06685 -5.00234 5.62906
H -0.23125 -3.84057 6.95890


74
Properties=species:S:1:pos:R:3 method="wB97M-V/def2-TZVPD" homo_energy_ev=-9.90 charge=+1
In -2.63460 -1.06369 -2.10079
C 2.99638 -0.27065 2.29584
C 2.04137 -0.61939 1.18082
C 2.49063 -1.04449 -0.06483
C 1.64944 -1.34190 -1.13306
C 2.24735 -1.90579 -2.41115
O 1.60718 -2.59111 -3.17298
C 3.68980 -1.60224 -2.72655
C 4.42450 -2.58614 -3.37941
C 5.74384 -2.35267 -3.73477
C 6.32924 -1.12156 -3.46465
C 5.59141 -0.12420 -2.84171
C 4.27538 -0.36437 -2.47077
C 0.24798 -1.26082 -0.94395
O -0.60620 -1.60307 -1.93874
C -0.20897 -0.85177 0.34857
C 0.68073 -0.53722 1.37417
C -1.66303 -0.73389 0.52999
N -2.47001 -1.73604 0.50355
C -2.02528 -3.13136 0.39171
C -1.76624 -3.73570 1.77136
Te -3.18378 -3.19569 3.29831
C -1.88975 -1.73985 4.09953
C -2.34708 -0.43862 4.29704
C -1.49783 0.52924 4.82668
C -0.19536 0.19944 5.17483
C 0.25765 -1.10221 4.99457
C -0.58421 -2.06848 4.46009
C -2.28522 0.62702 0.73748
C -3.68392 0.74246 0.74285
C -4.28416 1.96901 0.98059
C -3.50187 3.09229 1.22005
C -2.11506 2.98906 1.19289
C -1.50938 1.76505 0.94418
H 4.02920 -0.47734 2.01854
H 2.75752 -0.83207 3.20126
H 2.91812 0.78966 2.54732
H 3.55404 -1.19760 -0.19782
H 3.95036 -3.53354 -3.60135
H 6.31428 -3.12822 -4.23015
H 7.35721 -0.93559 -3.74986
H 6.03860 0.84340 -2.64887
H 3.69587 0.42955 -2.01470
H 0.29215 -0.24786 2.34987
H -1.12622 -3.24660 -0.21391
H -2.84041 -3.66853 -0.09481
H -0.80665 -3.38943 2.15126
H -1.76107 -4.82058 1.70413
H -3.36644 -0.17820 4.03562
H -1.85984 1.54065 4.96808
H 0.46043 0.94818 5.60102
H 1.26693 -1.36986 5.28329
H -0.22434 -3.08376 4.34279
H -4.28948 -0.14212 0.58792
H -5.36360 2.04759 0.98140
H -3.97035 4.04303 1.44232
H -1.50167 3.86263 1.37640
H -0.42838 1.69547 0.94323
C -0.45400 4.14203 -2.52449
N -1.49516 3.11757 -2.65077
C -2.90293 3.51419 -2.78245
C -1.20438 1.83685 -2.66220
C 0.23086 1.41066 -2.64224
O -2.15246 0.99371 -2.69693
H -0.93081 5.10190 -2.35857
H 0.15487 4.21003 -3.42515
H 0.19672 3.93131 -1.67866
H -2.95497 4.58860 -2.92442
H -3.46764 3.22884 -1.89533
H -3.34982 3.01707 -3.64000
H 0.81142 1.94464 -3.39429
H 0.28428 0.34528 -2.84185
H 0.67324 1.61932 -1.66493
F -4.35640 -1.74156 -1.98250


no.,calculated total energy (eV)
1,-142325.090
2,-55166.566
3,-127487.879
4,-100705.110
5,-36058.669
6,-36133.257
7,-59058.008